(1)
{"formula": "C35H58CeOP2", "method": "wB97M-V/def2-TZVPD", "symbols": ["H", "P", "C", "H", "H", "Ce", "C", "C", "C", "C", "H", "H", "H", "C", "H", "H", "H", "H", "H", "H", "H", "H", "H", "C", "H", "C", "H", "H", "C", "H", "H", "H", "H", "C", "H", "C", "C", "C", "P", "C", "H", "H", "C", "H", "H", "H", "H", "H", "C", "C", "H", "H", "H", "H", "C", "C", "H", "H", "H", "H", "C", "H", "C", "H", "H", "H", "C", "C", "H", "C", "C", "H", "H", "C", "O", "C", "C", "C", "H", "H", "H", "H", "H", "H", "H", "C", "C", "H", "C", "C", "H", "H", "H", "H", "C", "C", "H"], "xyz": [[0.7056, -5.5854, -0.6322], [4.6517, -0.1324, -1.0081], [0.8374, -3.7441, 0.4328], [-0.7768, -2.4159, 4.2850], [1.3588, 1.3682, 4.7494], [-0.3099, 0.2654, -0.5080], [-2.6687, -3.2516, -2.7064], [-0.3956, -3.6564, 1.1298], [0.8840, 1.0864, -2.7797], [4.5534, 1.6315, -1.4606], [-2.2042, 3.7049, -0.5664], [-2.4854, -3.6177, 0.6812], [-1.5672, -4.9018, -0.1489], [-0.5661, 2.7008, 2.0286], [1.3532, -2.1565, -1.8122], [-1.3186, 3.3848, 5.2967], [2.3708, -0.1255, -1.6510], [1.2573, -1.7132, -4.1986], [-5.3096, -1.9845, -3.1557], [-2.3683, 1.4082, 5.4129], [0.2629, 6.4676, 0.2540], [5.1066, -1.5809, -2.8638], [-0.8280, 6.1124, 2.0068], [5.6083, -0.6860, -2.4675], [-1.5977, -3.4852, -2.6217], [-0.5506, 1.5894, -2.5599], [-0.2867, -1.7087, -1.5550], [4.8556, 2.1985, -0.5648], [3.2095, -2.7547, 0.7734], [-2.8884, -0.2025, -0.6077], [-4.8579, -0.4046, -3.8396], [-1.9659, -3.3334, 3.3417], [2.8632, -1.8022, 3.3988], [-1.0982, 3.5717, 4.2429], [-2.7967, 0.6246, 3.8732], [-0.7809, 2.4919, 3.4245], [0.3799, 1.1015, 5.1676], [0.6263, -1.4032, -2.1466], [-3.0249, -1.5170, -2.7658], [-2.0346, 0.6805, 4.6604], [6.6160, -0.9744, -2.1207], [-1.3600, 4.7562, -1.7355], [-1.1287, 4.8712, 3.7468], [1.5651, 1.9363, -2.6222], [-3.1792, -3.6908, -1.8342], [-1.9650, -0.3040, 5.1398], [-0.2282, -0.1165, -4.9462], [-2.5621, 0.1634, -4.4084], [0.3103, -1.7688, -3.6458], [-2.2100, -0.5592, -1.4152], [-3.0673, -3.7279, -3.6172], [3.4990, 1.8581, -1.6847], [0.0189, -2.8272, -3.6839], [1.3222, -1.6602, 4.2606], [1.0787, -4.5609, -0.7765], [1.8029, -1.5379, 3.2803], [2.1477, -4.6224, -1.0083], [-0.8271, 2.1224, -3.4730], [0.9600, 5.6609, -1.1635], [-1.9490, -5.0507, 1.5814], [-4.7266, -1.0712, -2.9770], [0.9925, 0.8355, -3.8416], [-1.7514, 0.5630, -2.4227], [5.6829, 0.0883, -3.2464], [0.2835, 3.4660, -0.3444], [-0.6158, 2.3695, -1.7677], [-1.9243, -0.3565, -3.6768], [-0.2257, 4.3445, 0.0784], [-2.5929, 1.2831, -2.3979], [-0.7286, -0.9340, -4.4064], [1.7942, -2.9507, 1.1291], [3.3918, -1.7544, 0.3396], [-1.3777, 5.7084, 4.4002], [-0.8224, 5.0955, 2.4071], [-0.4612, 1.6817, 1.1952], [1.2973, -0.0735, -1.9215], [-1.2234, -2.5267, 3.2877], [-0.6888, 1.1052, 4.0712], [-2.0733, 5.4465, -0.2612], [-0.4010, 0.3872, 3.2900], [0.4679, 0.1150, 5.6392], [3.5429, -3.4993, 0.0408], [3.8512, -2.8419, 1.6627], [0.1315, 1.8345, 5.9472], [-1.7652, -1.5961, 3.0592], [-0.5061, 4.0460, 1.5495], [-1.6611, -4.3405, 0.7888], [5.2037, 1.8990, -2.3055], [-1.5399, 4.5746, -0.6686], [0.7144, 5.5348, -0.1044], [1.7590, -0.4685, 3.0181], [-5.1102, -0.5822, -2.0745], [1.6519, 5.3719, 0.4401], [0.5621, -4.1510, -1.6597], [1.1501, -2.3897, 2.2643], [-0.1994, -2.8311, 2.2670], [-1.1295, -1.5750, -5.2119]], "mulliken_spin": [0.020, 0.113, 0.163, -0.004, 0.000, 0.143, -0.006, 0.013, 0.083, -0.026, 0.000, -0.004, -0.001, 0.004, 0.000, 0.000, 0.036, -0.001, 0.000, 0.000, 0.000, 0.003, 0.000, -0.008, 0.003, -0.042, -0.006, 0.003, 0.025, 0.002, 0.000, 0.014, 0.011, 0.002, 0.001, 0.003, 0.000, -0.002, 0.003, 0.000, 0.006, 0.000, -0.003, -0.005, 0.000, 0.000, 0.001, 0.003, -0.017, 0.010, 0.000, 0.021, 0.002, -0.001, -0.016, -0.021, -0.002, 0.003, 0.000, -0.002, -0.002, -0.002, -0.034, 0.000, 0.025, 0.001, 0.015, -0.018, -0.009, 0.001, 0.129, 0.003, 0.000, 0.003, -0.005, -0.228, -0.017, 0.011, 0.000, -0.006, 0.000, -0.001, 0.004, 0.000, 0.038, -0.005, 0.029, 0.000, -0.001, -0.001, 0.024, 0.000, 0.000, 0.037, 0.251, 0.234, 0.000], "de_lowest_kj_mol": 862.3, "e_lumo_ev": [-3.89, -3.78], "s_squared": 1.2325, "gap_ev": [3.582, 3.226], "e_tot_ev": -70775.8763, "charge": 1, "spin_multiplicity": 2}

(2)
{"formula": "C13H24FIN4O3S", "method": "wB97M-V/def2-TZVPD", "symbols": ["I", "H", "C", "H", "H", "H", "F", "C", "C", "H", "H", "N", "N", "C", "H", "O", "C", "C", "H", "H", "H", "S", "O", "H", "H", "H", "H", "H", "C", "C", "N", "O", "H", "C", "C", "H", "C", "H", "H", "H", "H", "H", "C", "C", "H", "N", "H"], "xyz": [[-0.8131, 2.5861, 2.4297], [2.8176, 5.1163, -0.5494], [1.2878, 4.3748, -1.7715], [-0.4660, 1.8235, -0.4431], [5.1238, 0.1478, -1.6089], [6.1106, 1.5274, -2.1277], [-0.0344, -0.9535, 3.3569], [-3.8031, 0.0009, 1.3112], [0.8216, 1.8420, 1.2706], [0.5248, -6.7005, 1.0422], [1.2064, 1.5745, -0.8235], [-0.7937, -6.2591, -1.7833], [3.2527, 1.9476, -3.3876], [-0.1307, -6.1048, -0.8567], [-2.4222, 0.3884, -0.3231], [0.0058, -2.9573, 2.0976], [4.1973, 1.4359, -2.9759], [5.3906, 0.7796, -2.4537], [1.7582, -5.9283, 0.0297], [-0.4981, -0.3592, -1.0329], [-2.1888, -1.9071, 1.5631], [0.3893, -1.5883, 2.0044], [-5.9078, 1.1374, 1.8099], [-1.6289, -2.2482, -0.0582], [3.2938, 3.8079, -1.6527], [-3.2024, 0.6030, 1.9929], [1.3836, 1.1078, 1.8362], [5.8414, 0.1656, -3.2303], [-4.9729, 0.8098, 0.7844], [-2.8923, -0.4602, 0.1713], [0.1821, 4.1138, -1.9470], [1.7568, -1.2404, 1.8331], [-5.4744, 0.9675, 2.6477], [0.1736, -0.2008, -0.1923], [0.4314, 1.3096, -0.1061], [-5.4803, 0.2259, 0.0158], [-1.8234, -1.4440, 0.6507], [-3.4914, -0.9842, -0.5743], [1.4735, 2.6991, 1.1388], [-4.1915, -0.8896, 1.8056], [3.0160, 5.4380, -2.2821], [1.0742, -0.7665, -0.4067], [0.7093, -5.9094, 0.3187], [2.6897, 4.7034, -1.5489], [-4.6200, 1.7298, 0.3130], [-0.5568, -0.7446, 0.9855], [0.4816, -4.9492, 0.7771]], "lowdin_charge": [0.813, 0.081, -0.286, 0.069, 0.083, 0.083, -0.137, -0.206, -0.632, 0.085, 0.092, 0.118, 0.147, -0.287, 0.106, -0.247, -0.270, -0.063, 0.083, 0.121, 0.113, 0.578, -0.064, 0.127, 0.039, 0.061, 0.023, 0.085, -0.267, -0.174, 0.149, -0.245, 0.071, -0.183, -0.282, 0.117, -0.186, 0.122, 0.024, 0.123, 0.085, 0.115, -0.065, -0.075, 0.120, -0.217, 0.050], "de_lowest_kj_mol": 0.0, "e_lumo_ev": 0.08, "gap_ev": 9.453, "e_tot_ev": -47625.1458}

(3)
{"formula": "C4H8N2O", "method": "wB97M-V/def2-TZVPD", "symbols": ["N", "H", "H", "H", "H", "C", "H", "H", "C", "N", "O", "H", "H", "C", "C"], "xyz": [[-0.5973, 1.6585, 0.2557], [0.4177, -1.2856, -1.1968], [1.6475, 1.9309, 0.4214], [0.7509, 1.2789, 1.8314], [-1.7586, -1.6268, 0.0062], [-0.7065, 0.2514, -0.1421], [-0.4427, 2.1929, -0.6068], [-2.4050, -0.2362, 0.8975], [-1.9595, -0.5493, -0.0569], [1.2691, -0.9179, -0.7039], [2.1713, -1.7745, -0.0240], [2.9092, -1.8444, -0.6496], [-2.6976, -0.3752, -0.8425], [0.8098, 1.3072, 0.7366], [0.5917, -0.0101, 0.0737]], "lowdin_charge": [0.014, 0.140, 0.106, 0.112, 0.081, -0.291, 0.099, 0.086, -0.042, -0.047, -0.046, 0.093, 0.069, -0.102, -0.272], "de_lowest_kj_mol": 532.4, "e_lumo_ev": 0.79, "gap_ev": 8.404, "e_tot_ev": -9300.8751}